Entry 1:
Here is a cluster of 7 separate species, C25H53FNO7 in total from the Open Molecules 2025 dataset. Energies are from ωB97M-V/def2-TZVPD.

XYZ file:
```
87
Properties=species:S:1:pos:R:3:forces:R:3:mulliken_charge:R:1
C 3.899563 -1.479654 0.694687 -1.04 1.35 0.31 -1.50
C 3.998768 -0.008424 0.077666 1.20 -0.50 0.20 0.88
C 4.565447 -0.056803 -1.381635 -0.44 -0.54 -0.24 -0.32
C 2.699777 0.850642 0.269591 0.66 -0.21 0.04 -1.15
C 1.633773 0.759812 -0.873669 0.52 1.70 0.29 -0.81
N 0.402227 -0.035184 -0.538532 0.26 -0.73 -0.51 0.32
O -0.153388 0.335376 0.680884 0.22 0.56 0.43 -0.48
C 0.574378 -1.512638 -0.582608 -1.50 -2.24 -0.33 -0.65
C 0.902636 -2.078621 -2.008177 1.69 0.87 0.03 -0.13
F 0.342127 -1.284424 -3.026501 -0.20 -0.41 0.94 -0.34
H 3.581132 -2.243920 -0.052659 0.58 0.40 0.50 0.26
H 3.086430 -1.417835 1.475884 0.85 -0.35 -0.53 0.36
H 4.838660 -1.722180 1.236156 -0.64 -0.20 -0.70 0.40
H 4.795080 0.489782 0.697694 -0.87 -0.24 -0.54 0.42
H 5.566648 -0.557753 -1.434450 -0.88 0.43 0.33 0.47
H 4.683110 0.934061 -1.874208 -0.24 -0.60 0.54 -0.52
H 3.887481 -0.694787 -2.021469 0.61 0.61 0.43 -0.08
H 3.016253 1.924854 0.344580 -0.38 -0.97 -0.23 0.43
H 2.291509 0.608135 1.288408 0.02 0.25 -1.08 0.41
H 1.268075 1.807753 -1.057268 0.08 -1.07 0.15 0.27
H 2.004474 0.396698 -1.859217 -0.20 0.03 0.85 0.48
H -0.310904 0.231516 -1.238350 0.26 -0.34 0.17 0.45
H -0.177880 -0.438853 1.274576 -0.06 0.04 -0.11 0.40
H 1.296128 -1.910574 0.178120 -0.30 0.89 -0.77 0.37
H -0.420931 -1.954118 -0.288786 0.76 0.72 -0.17 0.51
H 2.012192 -1.974965 -2.144549 -0.93 -0.40 -0.04 0.03
H 0.594083 -3.137585 -2.140532 0.06 0.80 0.28 0.31
C 9.183417 2.409341 -1.577206 -0.12 0.17 0.32 -1.28
C 7.760655 1.978560 -1.808362 -0.17 0.11 0.25 0.94
O 6.877436 2.271790 -1.023489 0.20 -0.15 -0.20 -0.58
C 7.475735 1.172179 -3.048460 -0.31 0.02 0.12 -0.94
H 9.242524 2.980559 -0.650873 -0.02 -0.04 -0.07 0.32
H 9.828022 1.532866 -1.490778 0.07 0.05 -0.20 0.34
H 9.518923 3.041302 -2.401264 0.11 -0.17 -0.06 0.35
H 8.045665 0.241156 -3.026215 0.14 0.10 -0.14 0.35
H 7.736080 1.751261 -3.935873 0.15 -0.13 -0.01 0.37
H 6.415166 0.933221 -3.087786 0.09 0.07 -0.11 0.12
C -3.330070 -0.006592 0.875979 0.28 -0.07 -0.09 -0.69
C -3.499437 -0.800747 2.141358 -0.10 -0.19 0.40 0.95
O -2.533011 -1.247014 2.734396 0.18 0.16 -0.34 -0.62
C -4.898943 -1.020004 2.641320 0.55 -0.10 0.21 -1.13
H -2.266130 0.058321 0.658047 -0.28 0.10 -0.05 -0.17
H -3.837030 -0.507241 0.048480 -0.18 0.16 0.04 0.44
H -3.730228 1.000936 1.005973 -0.16 -0.07 -0.12 0.37
H -5.478822 -1.566022 1.897125 -0.14 0.20 0.02 0.39
H -5.372120 -0.059671 2.855073 -0.15 -0.04 -0.22 0.28
H -4.868294 -1.606153 3.557409 -0.02 0.02 -0.10 0.29
C 4.076423 3.796488 -1.924505 0.32 -0.24 -0.19 -0.31
C 3.503373 3.676475 -3.311809 0.13 -0.14 -0.25 0.87
O 4.026108 2.970682 -4.147660 -0.10 0.00 0.18 -0.56
C 2.257064 4.464897 -3.620547 0.01 -0.13 -0.37 -1.18
H 4.970556 3.176012 -1.848494 -0.09 0.11 0.06 -0.21
H 4.351708 4.833226 -1.722996 -0.18 0.00 0.16 0.52
H 3.345154 3.451956 -1.190107 -0.04 0.27 0.08 -0.03
H 2.451019 5.531522 -3.496015 -0.13 -0.02 0.18 0.35
H 1.444897 4.152700 -2.960303 0.01 0.21 0.11 0.26
H 1.959217 4.281432 -4.652867 0.03 0.01 0.07 0.33
C -9.585734 -1.155267 4.265797 0.07 0.07 -0.33 -1.12
C -8.219200 -1.761086 4.442117 0.14 -0.01 -0.27 0.81
O -7.431411 -1.820239 3.520608 -0.27 -0.04 0.24 -0.51
C -7.867915 -2.290938 5.807034 0.33 -0.09 -0.11 -1.09
H -9.700979 -0.816563 3.236371 0.03 -0.03 0.07 0.29
H -10.353482 -1.901431 4.477722 -0.03 0.11 0.18 0.35
H -9.701856 -0.298641 4.932150 -0.13 -0.13 0.11 0.34
H -8.560174 -3.086870 6.086633 -0.08 0.14 0.13 0.34
H -7.908585 -1.484193 6.541147 -0.19 -0.09 0.07 0.33
H -6.856457 -2.697195 5.788364 -0.07 0.02 -0.01 0.27
C -3.229735 2.547651 4.181484 0.03 -0.09 -0.28 -0.90
C -4.608274 3.149522 4.249347 -0.29 0.12 -0.29 0.84
O -5.264707 3.326889 3.246096 0.14 -0.11 0.11 -0.56
C -5.136890 3.520168 5.609234 -0.28 0.11 -0.12 -1.13
H -2.983030 2.331822 3.141233 -0.02 0.03 0.06 0.03
H -2.495021 3.250972 4.577364 0.01 -0.13 0.16 0.43
H -3.203378 1.615644 4.749756 0.14 0.10 0.14 0.33
H -4.488329 4.267481 6.069929 0.06 -0.16 0.13 0.34
H -5.193122 2.632060 6.241560 0.17 0.08 0.10 0.31
H -6.136936 3.940472 5.505553 0.08 -0.03 -0.02 0.31
C 0.263762 -4.887957 -5.842330 0.19 -0.22 -0.12 -0.93
C -0.520060 -5.797623 -4.932235 0.15 -0.43 -0.01 0.82
O -0.245698 -6.970702 -4.825950 -0.05 0.22 0.03 -0.53
C -1.660783 -5.188075 -4.157998 -0.14 -0.28 0.16 -0.78
H 1.050835 -5.459535 -6.333399 -0.07 0.02 0.05 0.30
H -0.393687 -4.468596 -6.605956 0.03 0.18 0.10 0.32
H 0.723215 -4.084865 -5.261843 -0.13 0.14 -0.10 0.18
H -2.403558 -4.781815 -4.846659 0.07 0.20 0.07 0.33
H -1.286608 -4.398772 -3.501931 -0.10 0.16 -0.14 0.03
H -2.134127 -5.956070 -3.546354 0.05 0.04 -0.06 0.29
```
Forces are in eV/Å.

energy relative to the best compared isomer or geometry (same formula, charge and spin) = 99.41 kJ/mol
energy = -45315.674 eV
total charge = +1
2S+1 = 1
E_HOMO = -11.352 eV

=====

Entry 2:
Here is a structure of composition C39H41F3MoN5O9S3Si from the Open Molecules 2025 dataset. Energies are from ωB97M-V/def2-TZVPD.

XYZ file:
```
102
Properties=species:S:1:pos:R:3:forces:R:3:lowdin_spin:R:1
Mo 0.278913 -0.051158 0.216075 -0.17 0.69 -0.20 1.86
N 1.571799 0.382892 1.980297 -0.09 -0.10 0.11 0.01
C 2.324692 1.625011 1.763674 0.11 -0.07 -0.18 0.00
C 2.867838 1.552680 0.351877 0.18 -0.16 0.17 0.01
N 1.751437 1.318829 -0.568532 0.05 -0.02 -1.39 0.04
C 1.225977 2.598703 -1.117632 -0.17 0.13 -0.30 0.01
C 0.284951 2.424973 -2.322654 0.11 -0.10 0.05 0.00
N -1.124261 2.646200 -2.011142 0.00 -0.17 -0.20 0.00
H 0.886692 0.474051 2.738624 0.16 -0.02 0.14 0.00
H 2.215970 -0.364338 2.228861 0.00 -0.05 -0.07 0.00
H 3.131385 1.739106 2.493512 -0.05 0.13 -0.01 0.00
H 1.634602 2.464333 1.853169 -0.03 0.01 0.09 0.00
H 3.550159 0.702223 0.273935 0.02 0.04 -0.09 0.00
H 3.412735 2.457477 0.071029 0.05 -0.04 0.02 0.00
H 2.102185 0.746033 -1.379338 0.08 0.27 0.19 0.01
H 2.087435 3.188163 -1.450342 -0.04 0.02 0.14 0.00
H 0.702595 3.154824 -0.332730 0.14 -0.01 0.05 0.00
H 0.469404 1.437837 -2.750329 0.09 -0.15 -0.16 0.00
H 0.542336 3.171769 -3.072744 0.25 -0.06 -0.11 0.00
H -1.385537 2.151341 -1.171980 -0.13 -0.38 0.19 0.00
H -1.706463 2.259616 -2.745815 0.00 -0.05 0.00 0.00
C 0.733597 3.529881 -7.519862 0.03 -0.11 0.04 0.00
C 1.542730 2.571369 -6.687110 0.02 0.07 -0.03 0.00
C 2.670960 2.997093 -5.995077 -0.11 -0.12 -0.02 0.00
C 3.342205 2.134436 -5.139114 0.07 0.05 0.01 0.00
C 2.898631 0.832069 -4.974167 -0.04 -0.03 0.48 0.00
C 1.813422 0.376898 -5.710542 -0.11 -0.04 -0.08 0.00
C 1.144202 1.242218 -6.559375 0.05 0.09 0.05 0.00
S 3.650688 -0.150182 -3.652155 -0.07 0.16 0.63 0.00
O 4.384152 -1.226234 -4.279253 -0.18 -0.10 -0.10 0.00
O 4.438556 0.818612 -2.911992 -0.09 0.05 -0.11 0.00
N 2.494725 -0.609414 -2.652977 -0.10 0.70 0.37 0.00
C 1.805374 -1.791683 -2.748888 0.34 -0.15 -0.16 0.00
C 1.739931 -2.475175 -3.965481 -0.19 0.11 0.29 0.00
C 1.230602 -3.758160 -4.088962 -0.01 -0.21 -0.11 0.00
C 0.862532 -4.446125 -2.973657 -0.06 -0.21 -0.05 0.00
C 0.925230 -3.824461 -1.714696 0.02 0.50 -0.02 0.00
C 0.732821 -4.618515 -0.570263 -0.06 0.05 0.27 -0.03
C 0.880259 -4.052152 0.653136 -0.13 -0.44 0.33 0.00
C 1.046324 -2.676884 0.765696 0.16 0.80 -0.59 -0.02
N 1.110497 -1.831947 -0.292410 0.76 -1.67 -0.49 0.01
C 1.257820 -2.438790 -1.568514 -0.03 -0.32 -0.06 -0.01
H 1.196136 4.515793 -7.541769 -0.01 0.01 -0.05 0.00
H -0.267980 3.631596 -7.096992 -0.01 0.05 -0.05 0.00
H 0.625086 3.167532 -8.543390 -0.01 0.05 -0.02 0.00
H 3.004823 4.022898 -6.099830 0.02 0.01 0.01 0.00
H 4.201550 2.463093 -4.570934 -0.05 0.04 0.05 0.00
H 1.464555 -0.641105 -5.603553 -0.11 0.28 -0.05 0.00
H 0.271708 0.897670 -7.102503 0.00 -0.05 0.00 0.00
H 2.169875 -2.004009 -4.833508 0.06 -0.24 0.15 0.00
H 1.194987 -4.232299 -5.062224 0.01 0.02 -0.02 0.00
H 0.559883 -5.484555 -3.022667 -0.02 0.00 0.02 0.00
H 0.519177 -5.673237 -0.683802 0.01 -0.01 -0.03 0.00
H 0.827004 -4.644964 1.555908 -0.05 0.03 0.05 0.00
H 1.049435 -2.231054 1.753644 -0.01 0.11 -0.09 0.00
C -1.048435 7.228210 0.407606 0.04 -0.02 -0.04 0.00
C -1.182753 6.174295 -0.482436 -0.01 0.00 -0.05 0.00
C -1.428425 4.887674 -0.020957 -0.03 -0.05 0.17 0.00
C -1.489484 4.606749 1.345008 0.02 -0.12 0.27 0.00
C -1.366454 5.690348 2.225555 0.18 -0.10 0.01 0.00
C -1.153314 6.981371 1.767247 -0.01 0.10 0.08 0.00
Si -2.109645 2.970171 2.110410 -0.12 1.87 0.12 0.00
C -1.507449 3.047476 3.901436 -0.26 -0.02 -0.19 0.00
C -0.187591 3.422909 4.157310 0.01 -0.08 -0.06 0.00
C 0.318467 3.445052 5.445984 0.02 0.02 0.00 0.00
C -0.502624 3.107721 6.513746 0.00 -0.02 -0.01 0.00
C -1.821205 2.749005 6.279424 -0.04 0.03 0.11 0.00
C -2.319403 2.722945 4.984938 -0.04 -0.04 -0.17 0.00
C -3.964870 3.259943 1.874407 0.13 -0.42 -0.12 0.00
C -4.468757 4.481038 2.335152 0.17 -0.12 0.03 0.00
C -5.772886 4.863821 2.070954 -0.06 0.06 0.06 0.00
C -6.598920 4.038978 1.321052 -0.01 0.00 0.01 0.00
C -6.115996 2.826707 0.855887 -0.04 -0.03 -0.06 0.00
C -4.815631 2.432242 1.139463 0.12 0.08 0.13 0.00
H -0.866773 8.232989 0.045422 -0.01 0.00 0.01 0.00
H -1.107841 6.351765 -1.549194 -0.04 -0.02 0.00 0.00
H -1.569741 4.097948 -0.745134 0.04 0.23 -0.03 0.00
H -1.440574 5.516092 3.292221 0.03 0.11 0.00 0.00
H -1.073554 7.799295 2.473740 0.02 -0.02 0.02 0.00
H 0.456227 3.704932 3.331671 0.03 0.01 0.00 0.00
H 1.350885 3.724612 5.618874 -0.01 0.02 0.00 0.00
H -0.113631 3.124575 7.524437 0.00 -0.01 0.00 0.00
H -2.460941 2.478766 7.110731 -0.01 0.01 -0.01 0.00
H -3.343581 2.419169 4.802106 -0.01 -0.02 0.04 0.00
H -3.820804 5.143523 2.896191 -0.07 0.08 0.01 0.00
H -6.141499 5.815685 2.433814 0.01 -0.01 0.03 0.00
H -7.615057 4.343196 1.100965 0.01 0.01 -0.02 0.00
H -6.748590 2.186205 0.253670 0.00 -0.03 0.04 0.00
H -4.445473 1.484784 0.787665 -0.05 -0.10 -0.11 0.00
F -1.865671 -2.879123 -0.240888 0.06 0.09 0.09 0.00
C -2.886699 -2.244291 -0.814046 -0.11 -0.20 -0.33 0.00
F -3.920684 -2.247253 0.030641 0.09 0.14 0.03 0.00
F -3.239351 -2.976774 -1.883326 0.01 0.05 0.07 0.00
S -2.477016 -0.508262 -1.390376 -1.05 -0.12 -1.10 0.00
O -3.170782 -0.421025 -2.645614 0.25 -0.14 -0.16 0.00
O -2.973749 0.390586 -0.388793 0.08 0.22 0.29 0.00
O -1.010626 -0.534656 -1.542700 0.25 0.19 0.46 0.03
O -1.436609 -0.839073 1.393383 0.20 0.31 -0.45 0.06
S -1.694639 0.339488 2.231208 0.58 -0.71 2.32 0.01
O -0.758214 0.365661 3.343451 -0.12 -0.18 0.00 0.00
O -1.270533 1.665333 1.370199 -0.54 -0.52 -0.14 0.01
O -3.045776 0.559305 2.647292 -0.38 0.06 -0.46 0.00
```
Forces are in eV/Å.

energy relative to the best compared isomer or geometry (same formula, charge and spin) = 171.33 kJ/mol
energy = -117382.686 eV
total charge = -1
2S+1 = 3
E_HOMO (alpha / beta) = -4.517 / -3.677 eV

=====

Entry 3:
Here is a structure of composition C3HFHgO2 from the Open Molecules 2025 dataset. Energies are from ωB97M-V/def2-TZVPD.

XYZ file:
```
8
Properties=species:S:1:pos:R:3:forces:R:3:lowdin_spin:R:1
F -1.386227 1.745312 0.477348 -0.48 -1.05 -0.17 0.00
O -0.316070 -0.129992 1.128504 0.89 0.66 1.39 0.03
C 0.575420 -0.965623 0.620672 -1.60 -0.03 -1.44 0.29
C -0.864436 0.615485 0.113902 2.36 1.47 1.39 0.01
O 0.321675 -0.969336 -0.695699 2.95 -0.54 0.72 0.02
C -0.246388 0.232163 -1.031526 -5.80 -0.28 -1.35 0.00
Hg 3.063569 -0.750207 1.138467 -0.70 -0.29 0.02 0.65
H -1.147544 0.222196 -1.751670 2.38 0.05 -0.55 0.00
```
Forces are in eV/Å.

energy relative to the best compared isomer or geometry (same formula, charge and spin) = 201.82 kJ/mol
energy = -14101.803 eV
total charge = +1
2S+1 = 2
E_HOMO (alpha / beta) = -14.673 / -14.924 eV

=====

Entry 4:
Here is a cluster of 2 separate species, C3H4N2O2 in total from the Open Molecules 2025 dataset. Energies are from ωB97M-V/def2-TZVPD.

XYZ file:
```
11
Properties=species:S:1:pos:R:3:forces:R:3:mulliken_charge:R:1
C -1.442197 1.109080 0.420722 -0.86 -0.25 0.24 -0.60
O -0.066136 1.488861 0.348647 0.52 -0.78 -0.91 -0.30
C 0.750341 0.853322 -0.458445 0.02 2.53 1.17 0.52
N 1.754815 0.720567 -1.014187 -0.16 -0.77 -0.59 -0.47
H -1.843507 0.708384 -0.511349 0.36 -0.06 0.03 0.33
H -1.997992 2.014338 0.657496 0.17 0.00 0.09 0.24
H -1.552594 0.383768 1.228161 -0.10 0.01 -0.16 0.30
N 1.703147 -2.051604 0.099328 -0.86 0.79 -0.20 -0.47
C 0.597832 -1.665108 -0.269996 1.70 -3.67 0.86 0.55
O -0.534721 -1.864161 -0.480460 -0.64 1.68 -0.37 -0.40
H 2.631013 -1.697446 -0.019916 -0.14 0.52 -0.16 0.30
```
Forces are in eV/Å.

energy relative to the best compared isomer or geometry (same formula, charge and spin) = 331.92 kJ/mol
energy = -10248.825 eV
total charge = 0
2S+1 = 1
structure (SMILES) = COC#N.N=C=O
E_HOMO = -10.753 eV